# 1
ORCA calculation (ωB97M-V/def2-TZVPD) on a cluster of 2 separate species, C3H8NOP in total in a non-equilibrium geometry.

Structure (XYZ):
```
14
C3H8NOP (ωB97M-V/def2-TZVPD)
C -0.21681 -0.65508 -0.12596
C -1.46870 -1.27433 0.40150
C -0.20270 0.73789 -0.61344
N 2.57136 0.82716 0.05547
O 0.48348 -1.54868 -0.96536
P 1.31960 -1.36807 0.43930
H -2.11752 -0.90232 1.21237
H -1.27674 -2.37283 0.58455
H -2.19545 -1.16156 -0.41200
H -0.02269 0.69974 -1.71113
H 0.60172 1.07307 -0.04000
H -1.16488 1.14933 -0.54725
H 3.40857 0.80644 0.57130
H 2.98932 0.85654 -0.90794
```

## Properties
HOMO-LUMO gap (alpha / beta) ... 8.26 / 8.26 eV
LUMO (alpha / beta) ... -0.0126 / -0.0126 Ha
E_tot ... -16063.5731 eV
E_HOMO (alpha / beta) ... -8.6 / -8.6 eV
Energy relative to the best compared isomer or geometry (same formula, charge and spin) ... 3.4809 eV

# 2
ORCA calculation (ωB97M-V/def2-TZVPD) on the ion C3H8NOS with charge -1 in a non-equilibrium geometry.

Structure (XYZ):
```
14
C3H8NOS (ωB97M-V/def2-TZVPD)
C 0.86694 1.08392 0.78767
O 1.35227 0.58008 1.95360
C 0.44960 -0.07157 -0.12816
C -0.90616 -0.53909 0.39292
S -1.59665 -1.96902 -0.64308
N 0.55959 -0.02195 -1.62038
H 1.54026 1.78606 0.22269
H -0.02033 1.71552 1.00966
H 1.18247 -0.86011 0.07046
H -0.72312 -0.73970 1.44549
H -1.68682 0.20239 0.24179
H -2.76722 -2.01012 0.05080
H 0.20436 0.89541 -1.90296
H 1.54483 -0.05182 -1.88049
```

## Properties
SMILES ... N[C@@H](C[O-])CS
HOMO-LUMO gap ... 5.80 eV
Charge ... -1
LUMO ... 0.1229 Ha
E_tot ... -17612.8457 eV
E_HOMO ... -2.5 eV
Energy relative to the best compared isomer or geometry (same formula, charge and spin) ... 2.1606 eV

# 3
ORCA calculation (ωB97M-V/def2-TZVPD) on an isolated molecule of C3H8NOS in a non-equilibrium geometry.

Structure (XYZ):
```
14
C3H8NOS (ωB97M-V/def2-TZVPD)
O -0.73727 -1.39714 1.84900
C -1.03507 -0.75303 0.79140
C 0.10787 -0.17888 0.01679
C -0.21598 0.91254 -0.97303
S -1.10027 0.22858 -2.47142
N 1.03303 0.22108 1.16338
H -2.10458 -0.73924 0.52446
H 0.55762 -1.03539 -0.52024
H 0.70388 1.21963 -1.47234
H -0.63745 1.74199 -0.40029
H -0.19040 -0.76493 -2.52051
H 0.51180 -0.23837 1.97383
H 1.26977 1.19247 0.98681
H 1.83704 -0.40931 1.05215
```

## Properties
HOMO-LUMO gap (alpha / beta) ... 5.31 / 8.75 eV
LUMO (alpha / beta) ... 0.0160 / 0.0033 Ha
E_tot ... -17609.9596 eV
E_HOMO (alpha / beta) ... -4.9 / -8.7 eV
Energy relative to the best compared isomer or geometry (same formula, charge and spin) ... 1.5628 eV
Multiplicity ... 2

# 4
ORCA calculation (ωB97M-V/def2-TZVPD) on an isolated molecule of C3H8NP in a non-equilibrium geometry.

Structure (XYZ):
```
13
C3H8NP (ωB97M-V/def2-TZVPD)
C -0.62704 0.51622 1.06033
C 0.56110 -0.09788 -1.94955
C -1.67246 -0.53158 1.01921
N 0.12614 1.10091 1.84675
P -0.24269 1.22572 -0.77160
H 0.11555 -0.26688 -3.00737
H 0.50776 -1.14258 -1.63164
H 1.52866 0.32478 -2.04047
H -2.19327 -0.77350 1.93330
H -1.25051 -1.57091 0.63611
H -2.32787 -0.13266 0.32185
H -0.12061 1.07388 2.87437
H 0.92757 1.40323 -0.14869
```

## Properties
SMILES ... [H]/N=C(\C)PC
HOMO-LUMO gap ... 9.60 eV
LUMO ... 0.0353 Ha
E_tot ... -14017.2449 eV
E_HOMO ... -8.6 eV
Energy relative to the best compared isomer or geometry (same formula, charge and spin) ... 1.5262 eV

# 5
ORCA calculation (ωB97M-V/def2-TZVPD) on a cluster of 2 separate species, C3H8NS in total in a non-equilibrium geometry.

Structure (XYZ):
```
13
C3H8NS (ωB97M-V/def2-TZVPD)
C 1.60386 -1.99558 -0.03820
S 1.72159 -0.91413 -1.47272
H 1.53456 -3.07547 -0.22968
H 0.67638 -1.74395 0.50340
H 2.34160 -1.90475 0.76959
C -0.32586 1.95829 0.40143
C -1.86570 0.39910 -0.27410
N -1.73551 1.59396 0.11879
H 0.29409 1.12544 0.05074
H -0.02350 2.74374 -0.28927
H -0.19994 2.08902 1.46872
H -2.89263 0.01971 -0.32197
H -1.12895 -0.29539 -0.68674
```

## Properties
HOMO-LUMO gap ... 6.51 eV
Charge ... -1
LUMO ... 0.1533 Ha
E_tot ... -15565.5299 eV
E_HOMO ... -2.3 eV
Energy relative to the best compared isomer or geometry (same formula, charge and spin) ... 1.5125 eV

# 6
ORCA calculation (ωB97M-V/def2-TZVPD) on a cluster of 2 separate species, C3H8NS in total in a non-equilibrium geometry.

Structure (XYZ):
```
13
C3H8NS (ωB97M-V/def2-TZVPD)
C 0.20609 -2.32255 2.22850
S 0.90645 -0.49305 1.98255
H -0.69392 -1.96060 2.85113
H 0.04255 -2.64182 1.12964
H 1.04386 -2.90279 2.80323
C -0.07879 2.11444 -2.30237
C 0.23015 1.32799 -1.28583
N -0.76156 0.42437 -0.61414
H -0.55049 1.74045 -3.18262
H 0.57735 3.02420 -2.54037
H 1.17337 1.01869 -0.86229
H -1.77835 0.68913 -0.39496
H -0.31673 -0.01846 0.18752
```

## Properties
HOMO-LUMO gap ... 6.72 eV
Charge ... -1
LUMO ... 0.1508 Ha
E_tot ... -15564.1966 eV
E_HOMO ... -2.6 eV
Energy relative to the best compared isomer or geometry (same formula, charge and spin) ... 2.8458 eV

# 7
ORCA calculation (ωB97M-V/def2-TZVPD) on a cluster of 2 separate species, C3H8NS in total in a non-equilibrium geometry.

Structure (XYZ):
```
13
C3H8NS (ωB97M-V/def2-TZVPD)
C 1.19762 1.57529 1.11264
S 1.33202 2.31843 -0.55103
H 0.18061 1.29903 1.37851
H 1.59504 2.24971 1.88542
H 1.88600 0.72786 1.25473
C -0.39092 -1.43073 0.21848
C -1.35778 -0.55947 -1.70981
N -1.51825 -1.27549 -0.68625
H 0.58827 -1.50281 -0.26311
H -0.35471 -0.55697 0.86202
H -0.53310 -2.28019 0.88603
H -2.23876 -0.35411 -2.31723
H -0.38604 -0.21055 -2.07039
```

## Properties
HOMO-LUMO gap ... 6.31 eV
Charge ... -1
LUMO ... 0.1504 Ha
E_tot ... -15565.6477 eV
E_HOMO ... -2.2 eV
Energy relative to the best compared isomer or geometry (same formula, charge and spin) ... 1.3946 eV

# 8
ORCA calculation (ωB97M-V/def2-TZVPD) on a structure of composition C3H8NS2 in a non-equilibrium geometry.

Structure (XYZ):
```
14
C3H8NS2 (ωB97M-V/def2-TZVPD)
C -2.92992 -0.65867 0.29133
C 0.64114 -0.09693 0.17459
C 3.07427 0.23963 0.06511
N 1.70158 0.62296 0.06905
S -4.48707 0.04576 -0.03517
S -0.99267 0.56871 -0.09362
H -3.00236 -0.78779 1.35409
H -2.79425 -1.46125 -0.38329
H 0.78691 -1.20076 0.10213
H 3.64806 0.80333 0.85453
H 3.40473 -0.75621 0.19644
H 3.61604 0.76251 -0.86556
H 1.67716 1.63238 -0.30199
H -4.34361 0.28635 -1.42762
```

## Properties
HOMO-LUMO gap (alpha / beta) ... 8.54 / 8.54 eV
Charge ... +1
LUMO (alpha / beta) ... -0.1777 / -0.1777 Ha
E_tot ... -26391.9210 eV
E_HOMO (alpha / beta) ... -13.4 / -13.4 eV
Energy relative to the best compared isomer or geometry (same formula, charge and spin) ... 2.3692 eV

# 9
ORCA calculation (ωB97M-V/def2-TZVPD) on an isolated molecule of C3H8O.

Structure (XYZ):
```
12
C3H8O (ωB97M-V/def2-TZVPD)
C 1.09830 -0.33993 0.70910
C 0.23706 -1.04533 -0.33935
O -0.98592 -0.33340 -0.73894
C -1.19010 1.02184 -0.41970
H 2.13373 -0.16548 0.40285
H 0.67317 0.65713 0.83091
H 1.07150 -0.79728 1.70171
H -0.13029 -2.00962 0.03127
H 0.81412 -1.23842 -1.25436
H -0.41393 1.41906 0.24676
H -1.17739 1.67499 -1.30323
H -2.13025 1.15643 0.13298
```

## Properties
SMILES ... CCOC
HOMO-LUMO gap ... 10.66 eV
LUMO ... 0.0408 Ha
E_tot ... -5286.8773 eV
E_HOMO ... -9.5 eV
Energy relative to the best compared isomer or geometry (same formula, charge and spin) ... 1.2732 eV